The following is a DFT calculation (wB97M-V/def2-TZVPD) of a cluster of 5 separate species, C12H34FNO7S in total.

ΔE to the lowest compared entry with this formula, charge and spin = 124.1 kcal per mole
2S+1 = 1
SMILES = COCCN(F)C[SH](=O)=O.CCO.CCO.CCO.CCO
Calculated total energy = -42362.681 eV
LUMO = 0.1 eV
HOMO level = -0.359 hartree
Orbital gap = 9.8 eV

The geometry in XYZ format:
```
56
Properties=species:S:1:pos:R:3:lowdin_charge:R:1
H -3.32020 2.79152 -10.56154 0.11
O -1.32159 3.17251 -10.77011 -0.09
F 1.71199 0.60570 -0.17455 -0.09
H 2.46016 -5.17125 5.79461 0.10
C 0.22085 4.98475 -6.07207 -0.32
O 1.62770 4.33590 -2.34379 -0.44
H -1.34663 -4.98849 6.33128 0.09
C -0.39446 1.01615 2.66980 -0.18
H -0.49366 3.55706 -4.95582 0.08
H -2.24156 1.43144 -10.19256 0.11
H 1.66791 2.09143 2.46901 0.13
H 0.60929 3.57812 -7.66249 0.05
H 0.18471 3.53483 0.37446 0.16
H -0.18567 5.76130 -6.72667 0.11
H -1.67914 -0.09745 5.03326 0.11
H 1.84806 -7.99499 6.23599 0.08
O -0.13279 1.06135 4.12583 -0.28
H 1.98810 4.63155 -7.26527 0.07
H -2.29305 -4.00006 8.43941 0.07
C -2.37809 2.91699 -8.62567 -0.09
H -1.60484 -2.41924 7.99671 0.07
H -0.53101 -3.76087 8.37324 0.08
C -0.51774 -0.20568 4.78399 -0.12
H 2.74945 2.20174 -1.91079 0.10
H -3.18798 2.41987 -8.08443 0.08
N 0.86125 1.46153 0.47409 -0.21
H 0.07820 -0.24177 5.81468 0.11
C -1.48315 -3.50294 7.89817 -0.09
H 0.74896 5.47115 -5.24623 0.10
H -1.14235 1.88428 2.41984 0.13
H -2.42526 -3.62841 5.96230 0.12
C -2.37577 2.51216 -10.08529 -0.33
C 1.84296 -7.58424 5.22102 -0.09
C 1.16905 2.90858 0.12318 -0.21
H -0.83103 -0.00095 2.28673 0.13
H 1.44677 -8.33935 4.53629 0.08
O 1.54322 -5.35258 6.06360 -0.10
C 1.09795 1.21050 1.94707 -0.12
H -0.48680 2.91123 -10.34482 0.08
H -2.49977 4.00069 -8.52713 0.08
O -0.42666 -3.24742 5.75373 -0.11
C -1.48084 -3.90776 6.43854 -0.32
C 1.01599 -6.31646 5.16401 -0.32
H 1.01658 -5.89260 4.15513 0.12
H 1.65092 0.17738 2.06358 0.15
H 0.40813 -3.50870 6.17902 0.07
H 1.53982 3.27865 -6.19986 0.07
H -0.01943 -6.52155 5.45148 0.11
H 2.88516 -7.37922 4.95532 0.07
O -0.86484 4.23855 -5.54218 -0.09
O 0.31387 2.08703 -2.37049 -0.43
H -1.42594 2.65906 -8.15060 0.06
S 1.51347 2.90754 -1.75600 0.82
H 2.07109 3.35639 0.73779 0.13
C 1.14792 4.07069 -6.84630 -0.09
H -0.32927 -1.16561 4.14151 0.09
```